Here is a 9-piece molecular cluster, C66H83F2I2N2O overall in a non-equilibrium geometry from OMol25. Energies are from ωB97M-V with the def2-TZVPD basis set.

Each line ends with the Mulliken charge.
Atoms and positions in Å:
C1 -0.56965 -4.52029 2.49917  -1.26
C2 -1.79369 -3.73375 2.00762  0.10
C3 -2.24699 -4.18125 0.63213  -0.31
O1 -1.34648 -3.75232 -0.39579  -0.39
C4 -1.80441 -2.70855 -1.27074  2.64
C5 -2.77547 -3.34381 -2.29332  -2.11
C6 -2.38637 -3.31800 -3.76374  0.40
C7 -3.50391 -3.83758 -4.64533  -1.80
F1 -1.26272 -4.13335 -3.92209  -0.25
C8 -0.57106 -2.16985 -1.94215  -2.51
N1 0.16890 -1.22803 -0.99677  1.62
C9 0.74029 -0.14927 -1.89084  -1.11
C10 1.90408 0.65273 -1.33302  -0.81
C11 2.07239 1.90802 -2.18351  -0.98
N2 3.30761 2.63628 -1.95142  -0.63
C12 1.15840 -2.15076 -0.31852  0.11
I1 1.97572 -1.48988 1.56486  0.36
C13 2.26510 -2.63627 -1.26358  -0.98
C14 2.13747 -4.14854 -1.54881  -1.00
C15 -0.95153 -0.80128 -0.08074  -0.80
I2 -1.07871 1.28231 0.39419  0.32
C16 -2.29273 -1.46480 -0.50652  0.75
C17 -3.39643 -0.60922 -1.11614  -1.67
C18 -3.21653 -0.06553 -2.51806  0.00
F2 -4.06052 1.02756 -2.64858  -0.27
H1 -0.84391 -5.16538 3.32517  0.37
H2 0.19280 -3.84424 2.87239  0.19
H3 -0.13698 -5.12013 1.70580  0.30
H4 -2.63774 -3.82415 2.68411  0.78
H5 -1.52467 -2.68126 1.95478  -0.22
H6 -3.26436 -3.84659 0.43168  -0.11
H7 -2.25367 -5.26741 0.60161  0.58
H8 -3.77255 -2.92301 -2.22686  0.29
H9 -2.87572 -4.39135 -2.03015  0.68
H10 -2.13859 -2.31993 -4.11601  0.38
H11 -4.44232 -3.36788 -4.37034  0.39
H12 -3.60246 -4.90880 -4.50454  0.40
H13 -3.30554 -3.61255 -5.68608  0.46
H14 0.06427 -2.85429 -2.48596  0.60
H15 -0.96221 -1.51530 -2.71662  0.55
H16 -0.07050 0.53352 -2.11513  0.19
H17 1.08454 -0.63631 -2.79202  0.99
H18 2.81780 0.06506 -1.38174  0.22
H19 1.75946 0.93409 -0.29584  0.36
H20 1.99245 1.66570 -3.24075  0.48
H21 1.24713 2.58168 -1.94876  0.34
H22 4.05728 2.31071 -2.54318  0.27
H23 3.59698 2.58387 -0.98515  0.26
H24 0.57012 -3.00247 -0.01545  0.12
H25 2.27060 -2.11663 -2.21432  0.08
H26 3.22626 -2.46572 -0.80140  0.82
H27 1.67529 -4.28438 -2.52013  0.00
H28 3.10122 -4.63845 -1.52351  0.52
H29 1.48582 -4.64327 -0.83386  0.24
H30 -0.74970 -1.24047 0.88271  -0.18
H31 -2.70856 -1.73963 0.45801  -0.07
H32 -3.62941 0.21845 -0.45879  0.91
H33 -4.28894 -1.23236 -1.12221  0.38
H34 -2.21145 0.29991 -2.72188  -0.05
H35 -3.53294 -0.78180 -3.26931  -0.02
C19 -7.88261 4.09347 0.34550  -0.42
C20 -6.50757 4.22853 0.21516  -0.41
C21 -5.83252 3.52514 -0.77276  -0.39
C22 -6.53134 2.69022 -1.63387  -0.27
C23 -7.90709 2.55772 -1.50373  -0.56
C24 -8.58215 3.25711 -0.51300  -0.34
H36 -8.40960 4.64187 1.11512  0.36
H37 -5.96354 4.88509 0.88207  0.38
H38 -4.75895 3.62924 -0.87550  0.44
H39 -6.00820 2.14955 -2.40520  0.45
H40 -8.45415 1.90870 -2.17535  0.37
H41 -9.65422 3.15185 -0.41043  0.37
C25 3.00546 -0.15700 6.60644  -0.58
C26 2.63748 0.74576 7.59326  -0.46
C27 1.71118 1.73980 7.31446  -0.42
C28 1.14381 1.82418 6.05179  -0.44
C29 1.51252 0.92408 5.06117  -0.13
C30 2.44716 -0.06323 5.33924  -0.05
H42 3.72758 -0.93265 6.82520  0.39
H43 3.07144 0.67389 8.58171  0.39
H44 1.42749 2.44661 8.08277  0.38
H45 0.41413 2.59192 5.84294  0.41
H46 1.06901 0.99168 4.07401  0.36
H47 2.73910 -0.76527 4.56973  0.05
C31 1.31733 -7.02909 -3.72182  -0.05
C32 -0.00096 -7.09175 -4.15372  -0.07
C33 -0.53222 -8.30349 -4.57384  -0.59
C34 0.25053 -9.44945 -4.55642  -0.42
C35 1.56679 -9.38464 -4.12203  -0.50
C36 2.10178 -8.17357 -3.70665  -0.59
H48 1.73599 -6.08490 -3.39598  0.16
H49 -0.61022 -6.19997 -4.16222  0.53
H50 -1.55769 -8.35567 -4.91681  0.39
H51 -0.16511 -10.39382 -4.88212  0.38
H52 2.17612 -10.27855 -4.10769  0.37
H53 3.12989 -8.12278 -3.37088  0.46
C37 6.78356 -3.71539 -3.73520  -0.54
C38 5.45234 -3.40058 -3.96879  -0.31
C39 4.59447 -4.35784 -4.49300  -0.35
C40 5.06364 -5.63195 -4.77835  -0.33
C41 6.39442 -5.94658 -4.54290  -0.52
C42 7.25417 -4.98842 -4.02405  -0.36
H54 7.45492 -2.96905 -3.33113  0.37
H55 5.08555 -2.40577 -3.74479  0.43
H56 3.55621 -4.11136 -4.68268  0.41
H57 4.39305 -6.37792 -5.18563  0.48
H58 6.76254 -6.93924 -4.76562  0.37
H59 8.29271 -5.23361 -3.84609  0.38
C43 7.02033 3.34039 6.16885  -0.45
C44 5.85680 2.59036 6.26648  -0.49
C45 4.78495 2.85516 5.42562  0.44
C46 4.88318 3.86618 4.47959  -0.45
C47 6.04755 4.61548 4.37927  -0.46
C48 7.11514 4.35486 5.22644  -0.41
H60 7.85389 3.13513 6.82782  0.36
H61 5.78307 1.79783 7.00053  0.36
H62 3.87792 2.27314 5.50951  0.00
H63 4.05153 4.07165 3.81797  0.41
H64 6.12240 5.40366 3.64095  0.38
H65 8.02138 4.94157 5.15204  0.37
C49 -0.87260 6.76982 1.44569  -0.47
C50 -0.26602 5.70273 2.09469  -0.48
C51 0.89526 5.90523 2.82556  -0.34
C52 1.44466 7.17652 2.91730  -0.54
C53 0.83630 8.24263 2.27132  -0.34
C54 -0.32000 8.03924 1.53221  -0.51
H66 -1.77865 6.61321 0.87434  0.40
H67 -0.70375 4.71783 2.02047  0.52
H68 1.37408 5.07640 3.32442  0.47
H69 2.34790 7.33468 3.49201  0.42
H70 1.26361 9.23437 2.34485  0.45
H71 -0.79249 8.87143 1.02634  0.41
C55 1.30382 12.25937 -0.52042  -0.48
C56 1.90700 11.19197 0.12962  -0.22
C57 3.06590 11.39133 0.86640  -0.42
C58 3.61868 12.66072 0.95911  -0.39
C59 3.01442 13.72863 0.31121  -0.39
C60 1.85883 13.52786 -0.43055  -0.36
H72 0.40114 12.10312 -1.09683  0.36
H73 1.47428 10.20176 0.05966  0.41
H74 3.53951 10.55665 1.36833  0.40
H75 4.52079 12.81768 1.53583  0.36
H76 3.44476 14.71872 0.38429  0.36
H77 1.39045 14.36074 -0.93838  0.36
C61 -7.26248 -3.72025 1.93087  -0.69
C62 -6.28456 -3.78092 0.94887  -0.02
C63 -6.18291 -4.90036 0.13432  0.06
C64 -7.06432 -5.95919 0.29649  -0.61
C65 -8.04384 -5.89797 1.27709  -0.40
C66 -8.14133 -4.78096 2.09513  -0.40
H78 -7.34119 -2.84783 2.56614  0.39
H79 -5.60052 -2.94904 0.81804  0.25
H80 -5.41604 -4.94891 -0.63066  0.30
H81 -6.98864 -6.83061 -0.34039  0.39
H82 -8.73285 -6.72217 1.40375  0.37
H83 -8.90406 -4.73652 2.86090  0.37

charge	+1
gap between HOMO and LUMO	0.2861	hartree
M	1212.21	g/mol
spin multiplicity	1

Here is a 4-piece molecular cluster, C44H83F3N4O11 overall in a non-equilibrium geometry from OMol25. Energies are from ωB97M-V with the def2-TZVPD basis set.

Each line ends with the Mulliken charge.
Atoms and positions in Å:
C1 -0.22083 0.22778 0.96274  -1.13
C2 1.01468 0.96296 1.53533  0.12
O1 1.36610 0.31335 2.76535  -0.35
C3 2.72153 0.59114 3.11968  -0.31
C4 2.81016 0.66502 4.66666  -0.72
C5 3.94302 1.58523 5.19364  -1.15
C6 3.93774 3.01730 4.56046  -1.25
C7 2.57049 3.73629 4.75266  -0.12
C8 2.19659 4.72300 3.63158  1.40
C9 3.26076 5.43130 2.99907  -0.78
C10 2.93978 6.36365 2.00892  0.30
C11 1.58207 6.58173 1.65156  0.07
C12 0.52918 5.87736 2.22730  -0.90
C13 0.84695 4.92454 3.24134  0.89
C14 -0.36341 4.17621 3.83693  -1.20
O2 -1.29928 5.10813 4.41951  -0.38
C15 -0.85026 5.70874 5.55035  0.88
F1 -0.18195 6.86276 5.30983  -0.24
F2 -0.09887 4.91330 6.34047  -0.25
F3 -1.94640 6.06335 6.27835  -0.29
C16 1.59644 7.67842 0.58410  -0.17
O3 0.62912 8.05961 -0.01858  -0.56
N1 2.94579 8.17918 0.47689  -0.04
C17 2.91052 9.55031 1.07106  -0.83
C18 4.29844 10.25492 1.14121  -0.69
C19 4.55249 10.96440 2.51438  -0.92
C20 5.57825 10.22762 3.42333  -0.32
C21 6.00074 11.21623 4.56152  -0.63
C22 6.63134 10.49767 5.79438  -0.93
C23 5.73569 10.57115 7.07484  -0.71
C24 5.85950 11.93263 7.82554  -0.53
O4 6.35827 11.79076 9.15612  -0.39
C25 5.39790 12.10186 10.15482  -0.68
C26 3.82258 7.27574 1.15254  -0.01
O5 5.01799 7.17005 1.08207  -0.54
H1 -0.03441 -0.85693 1.05835  0.29
H2 -1.14614 0.43742 1.52776  0.22
H3 -0.36315 0.52118 -0.09164  0.34
H4 1.83540 0.86949 0.79360  0.32
H5 0.80683 2.03296 1.74431  0.04
H6 3.01777 1.53790 2.62639  0.29
H7 3.41405 -0.20513 2.77029  0.26
H8 2.95305 -0.33899 5.11175  0.42
H9 1.81089 0.99815 5.01394  0.29
H10 3.93611 1.68628 6.29349  0.36
H11 4.90811 1.11953 4.90441  0.39
H12 4.29801 3.01644 3.51697  0.65
H13 4.69674 3.59192 5.13356  0.53
H14 2.64560 4.32615 5.69220  0.40
H15 1.73929 3.03400 4.90789  -0.27
H16 4.31115 5.28987 3.27488  0.57
H17 -0.49828 6.06859 1.89691  0.58
H18 -0.89650 3.72542 2.97792  0.31
H19 -0.09341 3.34373 4.50093  0.59
H20 2.51435 9.48456 2.11156  0.40
H21 2.23220 10.18188 0.47304  0.31
H22 4.29806 11.06553 0.38299  0.38
H23 5.15154 9.60647 0.88685  0.47
H24 4.92445 11.99683 2.36216  0.44
H25 3.59548 11.05998 3.07011  0.38
H26 5.10837 9.32238 3.85623  0.20
H27 6.47384 9.94854 2.83711  0.31
H28 6.76476 11.91125 4.16277  0.29
H29 5.09419 11.76914 4.87893  0.38
H30 6.90985 9.44610 5.58016  0.40
H31 7.57977 11.00351 6.07518  0.45
H32 6.00520 9.78464 7.80619  0.37
H33 4.68527 10.40510 6.76013  0.37
H34 6.54570 12.62996 7.29818  0.41
H35 4.86429 12.41917 7.82584  0.32
H36 4.35469 11.89988 9.84944  0.32
H37 5.49371 13.14038 10.53725  0.26
H38 5.60904 11.44020 11.02127  0.24
C27 -4.82581 -2.59252 -3.15735  -0.81
O6 -5.77318 -1.67992 -2.61340  -0.36
C28 -6.69926 -2.30022 -1.72874  -0.81
C29 -6.54778 -1.72187 -0.33353  -0.25
N2 -5.27769 -2.13180 0.25811  -0.31
C30 -4.95557 -1.43886 1.50270  -0.75
C31 -4.66313 0.05967 1.41527  -0.58
O7 -3.47672 0.36833 0.69999  -0.23
C32 -3.65488 0.55154 -0.69610  -0.76
H39 -4.19240 -2.04386 -3.85445  0.31
H40 -4.19191 -3.00948 -2.36543  0.28
H41 -5.32444 -3.39833 -3.69835  0.53
H42 -6.58743 -3.38831 -1.71866  0.34
H43 -7.70368 -2.07103 -2.09961  0.42
H44 -7.37018 -2.07390 0.29628  0.40
H45 -6.61606 -0.62930 -0.41501  0.19
H46 -4.53698 -1.95642 -0.41004  0.06
H47 -4.06760 -1.92640 1.91468  0.37
H48 -5.76543 -1.60194 2.22096  0.42
H49 -4.49404 0.41529 2.43645  0.35
H50 -5.51384 0.63338 1.03119  0.36
H51 -4.63095 0.97997 -0.93490  0.37
H52 -3.51655 -0.38925 -1.23389  0.22
H53 -2.88126 1.24053 -1.03933  0.29
C33 -4.94551 -9.83036 -4.57904  -1.01
O8 -4.03386 -9.24554 -5.49555  -0.05
C34 -4.51067 -9.26093 -6.83958  -0.71
C35 -4.67689 -7.83931 -7.34333  -0.33
N3 -5.78369 -7.17718 -6.66089  -0.30
C36 -5.86509 -5.74295 -6.92573  -0.82
C37 -4.73629 -4.86510 -6.38313  -0.54
O9 -4.68935 -4.80480 -4.96477  -0.35
C38 -3.89327 -5.81149 -4.35559  -0.77
H54 -4.48111 -9.81940 -3.59315  0.26
H55 -5.87629 -9.25697 -4.53151  0.40
H56 -5.16184 -10.86714 -4.85267  0.32
H57 -5.44054 -9.82763 -6.93544  0.43
H58 -3.74913 -9.76363 -7.44682  0.28
H59 -4.87359 -7.85726 -8.41906  0.43
H60 -3.72962 -7.31088 -7.17239  0.18
H61 -5.67945 -7.31556 -5.66304  0.11
H62 -6.80086 -5.39290 -6.48159  0.39
H63 -5.95112 -5.58441 -8.00522  0.42
H64 -4.93610 -3.84169 -6.71574  0.40
H65 -3.75782 -5.13278 -6.79654  0.35
H66 -3.04139 -6.09626 -4.97742  0.29
H67 -4.49427 -6.69150 -4.11492  0.21
H68 -3.51558 -5.40824 -3.41440  0.39
C39 2.29814 -13.42346 -5.85843  -0.75
O10 1.92153 -12.34673 -6.69845  -0.35
C40 0.67264 -12.55646 -7.35287  -0.86
C41 -0.32697 -11.50267 -6.91152  -0.11
N4 -0.70775 -11.70293 -5.51762  -0.28
C42 -1.49279 -10.60085 -4.95809  -0.36
C43 -0.78728 -9.25680 -4.78545  -0.19
O11 0.25310 -9.27279 -3.81866  -0.45
C44 1.53211 -9.61755 -4.32374  -0.58
H69 3.27951 -13.19596 -5.44327  0.24
H70 1.58989 -13.54401 -5.03232  0.32
H71 2.36631 -14.35607 -6.42655  0.35
H72 0.28543 -13.56427 -7.17843  0.43
H73 0.85014 -12.44801 -8.42761  0.37
H74 -1.21924 -11.56492 -7.54210  0.32
H75 0.13616 -10.51844 -7.06131  0.21
H76 0.13326 -11.81577 -4.96448  0.15
H77 -1.83305 -10.92824 -3.97088  0.29
H78 -2.38814 -10.45435 -5.56483  0.05
H79 -1.53208 -8.55078 -4.40649  0.12
H80 -0.43255 -8.84297 -5.73684  0.30
H81 1.67353 -9.28036 -5.35362  0.28
H82 1.70121 -10.69507 -4.25630  0.20
H83 2.27802 -9.12916 -3.69471  0.29

charge	0
SMILES string	CCOCCCCCc1cc2c(cc1COC(F)(F)F)C(=O)N(CCCCCCCCOC)C2=O.COCCNCCOC.COCCNCCOC.COCCNCCOC
gap between HOMO and LUMO	0.3043	hartree
M	901.16	g/mol
spin multiplicity	1

Here is a 3-piece molecular cluster, C4H3NO2 overall in a non-equilibrium geometry from OMol25. Energies are from ωB97M-V with the def2-TZVPD basis set.

Each line ends with the natural charge from an NBO analysis.
Atoms and positions in Å:
C1 -0.96112 -1.64121 -0.10996  -0.82
C2 -1.16068 -2.82797 0.32942  0.34
C3 -1.53853 1.70209 0.15447  1.03
C4 -0.57461 -0.76416 -0.97989  0.36
N1 1.60913 -0.04620 0.04064  -1.02
O1 -0.55215 2.20532 -0.13129  -0.52
O2 -2.52597 1.20583 0.44728  -0.50
H1 2.11208 -0.11376 -0.83277  0.38
H2 2.03176 -0.63642 0.74214  0.37
H3 1.56008 0.91649 0.33995  0.38

charge	0
gap between HOMO and LUMO	0.3165	hartree
M	97.07	g/mol
spin multiplicity	1

Sequential LUMO energy output: -2.663 -0.283 -1.436 eV